Entry from OMol25: an isolated ion of composition C5H7IN and charge +1 at a distorted geometry (ωB97M-V with the def2-TZVPD basis set).

```
! wB97M-V def2-TZVPD RIJCOSX def2/J DEFGRID3
* xyz 1 1
C -0.08672 -0.23924 -1.32484
C -0.93166 -1.12155 -0.75012
C -0.65200 -1.87088 0.59059
C -0.46289 -0.50224 0.85136
C 0.60653 0.26691 -0.13858
N 0.31589 1.74269 -0.00015
I 2.85355 0.09660 0.05082
H -0.10621 0.10727 -2.40804
H -1.51177 -2.34949 0.98263
H 0.18071 -2.57993 0.53794
H -0.91957 0.18570 1.49769
H -0.42751 1.90199 -0.66714
H 1.14790 2.43669 -0.18360
H -0.00626 1.92546 0.96142
*
```

Output
HOMO energy (alpha / beta) ... -0.464 / -0.464 hartree
Orbital gap (alpha / beta) ... 7.879 / 7.877 eV
F_max ... 4.888 eV Å⁻¹
Relative energy (zero: lowest compared OMol25 entry of this formula, charge and spin) ... 98.4 kcal per mole
LUMO level (alpha / beta) ... -0.1745 / -0.1745 Eh
Structure (SMILES) ... [NH3+][C@]1(I)C=C2C[C@H]21

natural (NBO) population analysis, charges in e, atoms 1 to 8: C -0.317; C 0.060; C -0.408; C -0.198; C 0.010; N -0.735; I 0.163; H 0.268


Entry from OMol25: C4H4N2O2 as an isolated structure at a distorted geometry (ωB97M-V with the def2-TZVPD basis set).

```
! wB97M-V def2-TZVPD RIJCOSX def2/J DEFGRID3
* xyz 0 1
C -0.58356 0.10213 -0.99451
C 0.36361 -0.62418 -1.41327
C 1.40721 -0.93512 -0.46997
C 0.30218 0.15163 1.32912
H -2.17615 -0.20247 -2.45807
H 0.40886 -0.67644 -2.84620
H 2.20192 -1.37042 -0.89517
H -1.50847 1.09435 0.89361
N 1.31107 -0.57177 0.85053
N -0.66059 0.47986 0.38961
O -1.68373 0.56449 -1.70392
O 0.13170 0.63946 2.44350
*
```

Output
HOMO energy ... -0.344 hartree
Orbital gap ... 9.025 eV
F_max ... 8.808 eV Å⁻¹
Relative energy (zero: lowest compared OMol25 entry of this formula, charge and spin) ... 92.4 kcal per mole
LUMO level ... -0.0126 Eh

natural (NBO) population analysis, charges in e, atoms 1 to 8: C 0.512; C -0.372; C 0.161; C 0.725; H 0.517; H 0.223; H 0.191; H 0.461


Entry from OMol25: a 2-piece molecular cluster, C7H12FN2 overall at a distorted geometry (ωB97M-V with the def2-TZVPD basis set).

```
! wB97M-V def2-TZVPD RIJCOSX def2/J DEFGRID3
* xyz 1 1
C -1.93269 -1.04059 0.36454
C -3.01353 -0.12985 0.48684
C -1.13668 -1.15018 -0.70270
C 1.39158 -0.03178 0.24824
C -3.36972 0.89466 -0.30234
C 2.71841 -2.15341 0.25730
C 1.00105 1.31597 0.15273
N 1.96446 -1.02064 0.36193
N 1.99044 1.75218 -0.84577
F -0.13733 -2.11124 -0.73628
H -1.58677 -1.53970 1.26619
H -3.61374 -0.25616 1.41551
H -2.89371 1.24441 -1.24351
H -4.35750 1.35406 -0.24288
H 2.65766 -2.48192 -0.72507
H 3.66219 -1.92994 0.52383
H 2.31155 -2.89458 0.92836
H 1.15410 1.73809 1.16368
H -0.11166 1.43214 -0.21861
H -1.16008 -0.77358 -1.68646
H 2.42824 2.70198 -0.80565
H 1.31798 1.76127 -1.66000
*
```

Output
HOMO energy ... -0.453 hartree
Orbital gap ... 8.874 eV
F_max ... 4.168 eV Å⁻¹
Relative energy (zero: lowest compared OMol25 entry of this formula, charge and spin) ... 76.4 kcal per mole
LUMO level ... -0.1265 Eh

natural (NBO) population analysis, charges in e, atoms 1 to 8: C -0.287; C -0.248; C 0.205; C 0.654; C -0.343; C -0.433; C -0.369; N -0.173


Entry from OMol25: one molecule with the formula C20H27N3O4S at a distorted geometry (ωB97M-V with the def2-TZVPD basis set).

```
! wB97M-V def2-TZVPD RIJCOSX def2/J DEFGRID3
* xyz 0 1
C 1.24667 -1.52043 -5.19399
H 0.62388 -1.07439 -5.96436
H 0.72582 -2.38450 -4.78934
H 2.18082 -1.85134 -5.64101
C 1.53657 -0.48775 -4.10253
C 2.16031 0.76971 -4.70144
H 2.36488 1.49831 -3.92157
H 1.48828 1.21100 -5.43181
H 3.09806 0.51326 -5.18607
H 0.58836 -0.22437 -3.59871
O 2.45021 -0.96942 -3.13001
C 1.93251 -1.93701 -2.24791
C 2.97852 -2.21730 -1.17211
H 3.83938 -2.70346 -1.63016
H 3.31027 -1.26457 -0.75552
C 2.41912 -3.10318 -0.05712
N 1.34412 -2.44077 0.64386
C 0.04430 -2.73994 0.40475
O -0.28750 -3.73659 -0.21942
C -0.90613 -1.74523 0.93607
C -0.62576 -0.56058 1.59981
C -1.83343 0.13513 1.73268
C -2.81336 -0.63680 1.14994
N -2.25455 -1.76978 0.68202
C -3.00507 -2.83066 0.06152
H -3.69760 -2.41410 -0.66984
H -3.57511 -3.37770 0.81497
H -2.31431 -3.51718 -0.42455
H -3.86168 -0.43282 1.06282
S -2.00885 1.81442 2.26727
O -3.38405 2.18884 2.13782
O -1.34400 2.02070 3.51435
N -1.14872 2.64226 1.07289
C 0.20731 2.30631 0.97796
C 1.16020 2.42369 1.97195
C 2.45237 2.00485 1.68252
C 2.77539 1.48683 0.43874
C 1.81130 1.37512 -0.55749
C 0.52716 1.79104 -0.28061
C -0.70996 1.76280 -1.13305
H -1.02995 0.73156 -1.30979
H -0.55675 2.24006 -2.10061
C -1.72055 2.54287 -0.26905
H -1.85470 3.55959 -0.64947
H -2.69931 2.06872 -0.20025
H 2.06857 0.96389 -1.52147
H 3.78855 1.17204 0.23592
H 3.21595 2.08571 2.44170
H 0.88925 2.80644 2.94138
H 0.31575 -0.21785 1.97723
H 1.56994 -1.55847 1.07338
H 3.21108 -3.35003 0.65512
H 2.00632 -4.02597 -0.47038
H 1.00603 -1.55581 -1.78682
H 1.68684 -2.86896 -2.77464
*
```

Output
HOMO energy ... -0.317 hartree
Orbital gap ... 9.209 eV
F_max ... 1.333 eV Å⁻¹
Relative energy (zero: lowest compared OMol25 entry of this formula, charge and spin) ... 31.1 kcal per mole
LUMO level ... 0.0215 Eh
Structure (SMILES) ... CC(C)OCCCNC(=O)c1cc(S(=O)(=O)N2CCc3ccccc32)cn1C

natural (NBO) population analysis, charges in e, atoms 1 to 8: C -0.637; H 0.213; H 0.211; H 0.213; C 0.109; C -0.616; H 0.213; H 0.209